ORCA calculation (wB97M-V/def2-TZVPD) on C2H3NO as an isolated structure.

Calculated values
Lowest unoccupied orbital energy (alpha / beta), eV: -0.34 / -0.34
Orbital gap (alpha / beta), eV: 8.9 / 8.9
Highest occupied orbital energy (alpha / beta), eV: -9.223 / -9.220

CARTESIAN COORDINATES (ANGSTROEM)
C 0.2524 0.7216 -0.0288
C -0.1244 -0.5581 0.5776
N 0.1118 -0.2581 -0.8344
O -0.0002 2.6015 0.0306
H 0.6202 -1.1277 1.1225
H -1.1499 -0.7354 0.8754
H 0.2901 -0.6438 -1.7430

Force components x, y, z for each atom (eV/Å):
-1.521 6.245 -0.617
-0.068 -0.802 0.649
0.547 0.402 0.582
1.114 -6.029 -0.221
0.084 0.037 -0.089
-0.065 0.055 -0.064
-0.090 0.091 -0.240



ORCA calculation (wB97M-V/def2-TZVPD) on one molecule with the formula C5H11NO2.

Calculated values
Structure (SMILES): C=C(COC)N(C)O
Lowest unoccupied orbital energy, eV: 0.76
Orbital gap, eV: 9.2
Highest occupied orbital energy, eV: -8.485

CARTESIAN COORDINATES (ANGSTROEM)
C 1.4558 0.1227 -0.3921
C 1.7456 -0.9664 1.6716
C -2.2080 0.9546 -0.9078
N -0.7853 1.0548 -0.6987
C -0.0260 -0.1127 -0.6163
C -0.4994 -1.3386 -0.8239
O 2.0990 -0.9116 0.3137
O -0.4732 2.0469 0.2505
H -0.7977 1.7712 1.1265
H 1.6046 1.0871 0.1136
H 1.9558 0.1664 -1.3645
H 2.3314 -1.7700 2.1131
H 1.9816 -0.0221 2.1800
H 0.6784 -1.1832 1.8030
H -2.3841 0.4180 -1.8365
H -2.7294 0.4430 -0.0860
H -2.5988 1.9664 -1.0057
H 0.1864 -2.1657 -0.8516
H -1.5367 -1.5607 -0.9890

Force components x, y, z for each atom (eV/Å):
0.244 0.233 0.004
-0.085 0.017 0.151
0.038 0.184 0.040
-0.199 0.108 -0.188
0.259 0.041 0.338
-0.104 0.013 0.003
-0.001 -0.107 -0.256
0.045 0.103 0.095
-0.046 -0.244 -0.206
-0.015 -0.192 -0.115
-0.088 0.079 0.083
-0.032 0.025 0.073
0.009 -0.035 -0.007
0.071 0.006 0.017
-0.051 -0.055 -0.016
0.021 -0.041 0.002
-0.007 -0.068 -0.003
0.192 -0.121 0.016
-0.251 0.052 -0.031



ORCA calculation (wB97M-V/def2-TZVPD) on a 7-piece molecular cluster, C4H24N2O7 overall.

Calculated values
Lowest unoccupied orbital energy (alpha / beta), eV: -3.32 / -8.97
Orbital gap (alpha / beta), eV: 10.0 / 4.3
Spin multiplicity: 2
Total charge: +1
Highest occupied orbital energy (alpha / beta), eV: -13.288 / -13.281

CARTESIAN COORDINATES (ANGSTROEM)
N -1.6605 -0.0699 -2.1268
C -0.3135 -0.3119 -1.4588
C 0.7767 -0.1599 -2.4677
C 1.3971 1.2401 -2.4217
O 1.9328 -0.9512 -1.9736
C -0.3055 -1.8135 -1.0466
N 0.3324 -2.2492 0.2607
H -1.8232 0.9192 -2.3863
H -2.4319 -0.3439 -1.5366
H -0.1149 0.3732 -0.5918
H 0.4435 -0.6689 -3.4206
H 1.9567 1.3792 -1.5250
H 2.1448 1.3334 -3.2351
H 0.7006 1.9671 -2.3939
H 2.4385 -1.4020 -2.7116
H 0.3519 -2.2933 -1.6641
H -1.3173 -2.1038 -1.0649
H -0.0983 -1.7470 1.1005
H 1.3297 -2.0521 0.2655
H 2.9670 -0.2611 -0.4308
H 3.9736 0.6373 0.2931
O 3.2826 -0.0814 0.4853
H -1.7432 -1.4515 1.7779
H -1.7141 -0.5382 3.1194
O -2.2196 -1.0056 2.5087
H 0.0163 0.9450 3.4183
H 0.5865 0.1578 2.4739
O -0.1794 0.7328 2.5467
H 2.3523 -1.3356 2.8715
H 2.4725 -0.2666 2.0161
O 1.9943 -0.5247 2.8968
H -1.4291 1.4220 1.9432
H -3.0118 1.0206 1.9020
O -2.3758 1.7911 1.7652
H -3.5676 2.4179 -1.0046
H -2.5142 2.5860 -0.0438
O -2.6849 2.7654 -0.9467

Force components x, y, z for each atom (eV/Å):
1.613 -0.104 0.176
-2.032 1.572 0.818
2.539 -0.823 -0.380
1.636 -2.159 -1.712
0.606 -1.170 -0.915
0.443 -1.001 3.140
-2.063 4.755 -0.467
0.409 -0.579 0.583
-0.026 0.110 0.276
-0.237 -0.551 -0.462
0.305 1.263 0.730
0.292 -0.354 0.914
-0.739 0.241 0.227
-2.397 2.681 -0.576
-1.028 0.894 1.097
0.814 -1.396 -2.411
-1.145 -0.803 0.056
0.594 -1.516 -0.799
0.573 -0.818 -0.113
-0.051 -0.165 0.555
-1.325 -1.477 0.877
1.302 1.521 -1.531
-0.332 0.870 1.418
2.038 1.002 0.983
-2.428 -2.405 -2.403
-0.084 1.553 2.959
0.635 -0.731 -0.763
0.079 -0.528 -1.665
1.751 -5.303 1.132
-0.867 0.657 1.570
-0.178 4.346 -2.832
-2.510 0.737 -0.408
1.514 1.446 -0.186
0.277 -1.666 0.114
-0.804 0.012 -0.453
0.756 -0.232 2.137
0.068 0.120 -1.686



Short version: largest force on an atom = 6.46, 0.43, 5.70 eV Å⁻¹, in the order given.